Record 1
Molecular formula: C2H5BrOS
Method: DFT, ωB97M-V with the def2-TZVPD basis set

* maximum force: 4.55 eV/A
* multiplicity: 1

```
10
C2H5BrOS ωB97M-V with the def2-TZVPD basis set
C -0.9870 1.0798 -0.5856
C 0.6698 -0.5819 0.7047
O 1.4314 -0.9072 -0.3552
S -1.1605 -0.4146 0.3969
Br 0.8275 -1.9741 2.0288
H -1.9034 1.0843 -0.9597
H -0.2099 0.8170 -1.2326
H -0.6775 1.9272 -0.0385
H 1.1113 0.3990 1.0718
H 0.8982 -1.4295 -1.0305
```

Löwdin atomic charges, in units of e:
1. C -0.375
2. C -1.151
3. O -0.165
4. S 0.784
5. Br 0.644
6. H -0.027
7. H 0.013
8. H 0.041
9. H 0.101
10. H 0.134


Record 2
Molecular formula: C27H29BFeO4
Method: DFT, ωB97M-V with the def2-TZVPD basis set

* maximum force: 4.15 eV/A
* multiplicity: 5

```
62
C27H29BFeO4 ωB97M-V with the def2-TZVPD basis set
C 3.8480 -1.6713 2.3619
C 2.5794 -1.4967 1.6259
C 2.2411 -0.5284 0.6461
C 1.2139 -1.0805 -0.0798
C 0.6928 -2.2872 0.6215
B 0.1779 1.6299 3.6860
O -0.2752 0.9165 4.7550
C -0.9539 2.0647 5.3364
C -0.7487 3.3300 4.4044
C -1.2215 4.5575 5.1298
C -1.4581 2.9848 3.1004
O -0.9540 1.9040 2.5998
C 0.8027 3.5423 4.0845
O 1.3366 2.3157 3.5245
O 1.7124 -2.4895 1.6603
H 4.3733 -0.7112 2.3477
H 3.7705 -2.0230 3.4059
H 4.4732 -2.4074 1.8546
H 2.9152 0.2659 0.3763
H 0.7551 -0.6610 -0.9489
H -2.0346 1.8101 5.3868
H -0.4990 2.1801 6.3327
H -1.0336 5.4399 4.5088
H -2.2915 4.4668 5.3514
H -0.6474 4.6453 6.0645
H 0.6190 -3.2033 0.0212
H -2.2230 3.5598 2.5957
H 0.9172 4.3455 3.3239
H 1.3801 3.7361 5.0053
C -4.4709 -2.7195 4.8864
C -4.5858 -1.6033 3.9760
C -3.4547 -0.7252 4.1964
C -2.6338 -1.3144 5.2412
C -3.2672 -2.5479 5.6669
Fe -2.8353 -2.5443 3.7162
C -2.0005 -4.3148 3.5748
C -3.0787 -4.1624 2.6447
C -2.7916 -3.0042 1.8112
C -1.4331 -2.6088 2.1064
C -0.5957 -1.7632 1.1477
C -1.4450 -1.4121 -0.0931
C -2.0281 -0.1911 -0.4498
C -2.3656 0.0136 -1.8087
C -2.0862 -0.9895 -2.7445
C -1.6253 -2.2637 -2.3551
C -1.4505 -2.4870 -0.9891
C -1.0175 -3.2665 3.3133
H -5.2196 -3.5065 5.0326
H -5.4398 -1.3914 3.3303
H -3.3037 0.2597 3.7580
H -1.7588 -0.8463 5.6905
H -2.9420 -3.1773 6.4977
H -1.8665 -5.1308 4.2705
H -3.9227 -4.8112 2.4615
H -3.3879 -2.5958 0.9883
H -0.3430 -0.8499 1.7112
H -2.2172 0.6154 0.2675
H -2.7897 0.9729 -2.1389
H -2.2144 -0.7865 -3.8100
H -1.3735 -3.0657 -3.0568
H -1.1301 -3.4775 -0.6420
H -0.0681 -3.0900 3.8292
```

Löwdin atomic charges, in units of e:
1. C -0.024
2. C -0.355
3. C -0.008
4. C -0.032
5. C -0.230
6. B -0.731
7. O 0.126
8. C -0.045
9. C -0.426
10. C -0.028
11. C -0.139
12. O 0.073
13. C -0.040
14. O 0.151
15. O 0.029
16. H 0.083
17. H 0.087
18. H 0.083
19. H 0.112
20. H 0.110
21. H 0.146
22. H 0.148
23. H 0.098
24. H 0.100
25. H 0.097
26. H 0.155
27. H 0.121
28. H 0.155
29. H 0.147
30. C -0.154
31. C -0.131
32. C -0.146
33. C -0.148
34. C -0.141
35. Fe 0.359
36. C -0.145
37. C -0.146
38. C -0.105
39. C -0.192
40. C -0.172
41. C -0.216
42. C -0.013
43. C -0.079
44. C -0.100
45. C -0.059
46. C -0.068
47. C -0.072
48. H 0.118
49. H 0.119
50. H 0.107
51. H 0.104
52. H 0.118
53. H 0.114
54. H 0.115
55. H 0.131
56. H 0.158
57. H 0.113
58. H 0.104
59. H 0.096
60. H 0.107
61. H 0.127
62. H 0.131


The records above yield energy above the lowest of the compared OMol25 structures with the same formula, charge and spin values of 14.3 70.4 kcal per mole, respectively.
The records above yield E_tot values of -3126.60950 -2635.54353 a.u., respectively.